Entry from OMol25: a single C3H4N2O molecule at a distorted geometry (the ωB97M-V functional and the def2-TZVPD basis).

```
10
Properties=species:S:1:pos:R:3:mulliken_charge:R:1
N 1.441 -0.314 0.707 -0.455
C 0.421 0.569 0.259 0.719
N 0.554 1.598 -0.491 -0.453
O -0.983 0.825 -1.714 -0.446
C -1.377 -0.110 -0.920 -0.041
C -0.750 -0.247 0.265 -0.432
H 1.437 -0.500 1.700 0.236
H 2.324 -0.048 0.325 0.224
H -2.216 -0.773 -1.157 0.358
H -0.852 -1.000 1.026 0.289
```

Its net charge is 0. The highest occupied orbital energy (spin up / spin down) comes out at -9.086 / -8.773 eV. The total energy is -301.30223 a.u. The value obtained for the HOMO-LUMO gap (spin up / spin down) is 8.26 / 7.03 eV. The calculation puts the energy above the lowest of the compared OMol25 structures with the same formula, charge and spin at 116.1 kcal/mol. The calculation puts the strongest force on any atom at 1.5 eV/Å.